(1)
Entry from the Open Molecules 2025 dataset: a cluster of 9 separate species, H18O9 in total at a distorted geometry (the ωB97M-V functional and the def2-TZVPD basis).

```
27
Properties=species:S:1:pos:R:3:forces:R:3:nbo_charge:R:1
H -0.477851 0.552617 0.515689 -0.15 -0.16 0.21 0.4794
H 0.988846 0.798438 0.829399 -0.01 -0.09 -0.19 0.4549
H -4.353726 -0.378616 -0.483758 0.04 0.17 0.01 0.4774
H -4.235172 0.045630 0.970890 0.04 0.03 -0.15 0.4644
H 1.441296 5.812313 0.621853 0.09 0.05 -0.02 0.4681
H 2.367205 4.690414 0.181310 0.05 0.10 0.00 0.4659
H -0.808932 -3.185270 -1.551037 -0.02 -0.02 0.08 0.4560
H 0.018392 -4.164760 -0.734841 0.15 0.17 0.00 0.4647
H -1.834684 -1.526404 2.112606 0.10 0.08 -0.11 0.4779
H -2.686560 -0.447761 2.761359 0.15 -0.11 0.02 0.4525
H 1.991355 -0.163330 2.462824 -0.28 -0.23 0.00 0.4787
H 3.157860 -1.095764 2.745441 -0.02 -0.05 -0.11 0.4663
H -3.807464 2.368345 -1.904593 -0.08 -0.07 0.07 0.4729
H -4.042460 1.132493 -2.757522 -0.05 0.06 0.01 0.4689
H 2.900520 0.135975 -3.035866 0.01 -0.12 0.02 0.4626
H 4.098126 0.287550 -2.112391 0.00 -0.06 -0.04 0.4596
H 2.938755 -2.838506 -0.574884 0.03 0.25 -0.07 0.4533
H 1.922995 -1.770281 -0.204524 -0.07 -0.08 0.09 0.4809
O 0.196075 0.379187 1.182574 0.37 0.45 -0.28 -0.9343
O -3.726496 -0.336488 0.246857 -0.09 -0.11 0.10 -0.9427
O 2.317145 5.650236 0.253599 -0.15 -0.15 0.03 -0.9340
O -0.167356 -3.224073 -0.832799 -1.20 -0.34 -0.08 -0.9196
O -1.769844 -0.711256 2.622821 -0.41 -0.07 0.28 -0.9292
O 2.460212 -0.924610 2.102804 0.36 0.12 0.17 -0.9450
O -4.471672 1.699983 -2.107351 0.09 -0.04 -0.13 -0.9412
O 3.458926 -0.361300 -2.427680 0.14 0.38 -0.09 -0.9214
O 2.124507 -2.424760 -0.882786 0.90 -0.16 0.17 -0.9372
```
Positions in Å, forces in eV/Å.

Kohn-Sham gap: 9.64 eV
highest occupied orbital energy: -9.54 eV
SMILES: O.O.O.O.O.O.O.O.O
LUMO energy: 0.004 Eh
max |F|: 0.024 Eh/bohr

(2)
Entry from the Open Molecules 2025 dataset: a structure of composition C36H54BrCsN9O2SSbSi3 (the ωB97M-V functional and the def2-TZVPD basis).

```
108
Properties=species:S:1:pos:R:3:forces:R:3:mulliken_charge:R:1
Cs 0.539238 -0.113728 0.599673 -0.60 0.53 -0.07 1.4274
Br -1.907638 -3.791306 0.007281 0.02 -0.01 0.05 -0.1168
C -0.308242 -4.185112 0.966301 -0.01 0.02 0.00 0.1760
C -0.196400 -5.411628 1.597473 -0.01 -0.01 0.00 -0.6362
C 0.958881 -5.628201 2.334880 0.00 0.01 0.00 -0.3260
C 1.907307 -4.625767 2.417885 0.00 0.00 0.00 -0.5685
C 1.704936 -3.440817 1.716005 0.03 -0.01 0.02 0.4437
N 0.604796 -3.240858 0.980982 0.01 -0.11 0.07 0.2313
C 2.747935 -2.302191 1.819063 0.18 -0.17 0.03 0.0010
O 3.388533 -2.308441 2.883359 0.06 -0.02 -0.03 -0.7967
O 2.810008 -1.523435 0.845013 0.56 -0.51 0.07 -0.7325
H -0.984124 -6.146268 1.519983 0.00 0.00 0.00 0.4128
H 1.100184 -6.568283 2.855590 0.00 0.00 0.00 0.3732
H 2.798925 -4.710570 3.021636 0.00 0.00 0.00 0.4711
S -2.922643 -0.069164 0.927026 -0.09 0.03 -0.13 -0.4748
C -2.889146 1.612775 1.322571 -0.20 0.05 -0.04 -0.1932
N -3.750804 2.265785 2.029613 0.05 -0.01 0.02 -0.5186
N -4.760757 1.494276 2.547885 0.02 -0.02 0.02 0.2663
C -5.740194 2.037589 3.304297 -0.03 0.03 -0.01 0.4630
C -5.746922 3.401211 3.656312 -0.01 0.01 0.00 -0.4384
C -6.773364 3.913013 4.429724 0.01 -0.01 -0.01 -0.4075
C -7.819280 3.114465 4.882248 -0.01 0.00 0.01 -0.5932
C -7.814285 1.766079 4.534862 0.01 0.01 -0.01 -0.3872
C -6.802528 1.231267 3.761721 0.01 -0.01 0.01 -0.5252
N -1.790848 2.419402 0.907617 0.14 0.05 -0.11 0.1503
N -1.077348 2.218200 -0.316976 0.04 0.19 0.06 -0.0517
C -1.358087 3.173708 -1.232423 -0.02 0.02 -0.06 -0.7507
C -0.567266 3.161340 -2.416131 -0.04 -0.07 -0.04 1.0088
C -0.654761 4.164814 -3.356619 -0.07 -0.08 -0.06 -0.3019
C -1.563536 5.215537 -3.215270 -0.02 0.02 0.00 -1.0263
C -2.387796 5.209767 -2.093074 0.02 -0.01 0.01 -0.6934
C -2.302827 4.227160 -1.121705 -0.03 -0.02 -0.01 -0.6028
H -4.732947 0.506904 2.306409 -0.03 0.00 -0.02 0.0143
H -4.935903 4.025159 3.310112 0.00 0.00 0.00 0.3895
H -6.752656 4.966819 4.686338 0.00 0.00 0.00 0.3247
H -8.615451 3.529425 5.487601 0.00 0.00 0.00 0.3377
H -8.616909 1.117979 4.870547 0.00 0.00 0.00 0.3105
H -6.815677 0.180878 3.493014 0.00 0.00 0.01 0.3318
H 0.158670 2.358717 -2.507147 -0.02 0.01 0.00 -0.0445
H -0.002917 4.134457 -4.225728 0.00 -0.01 -0.02 0.3267
H -1.632902 6.000633 -3.958209 0.00 0.00 0.00 0.3496
H -3.117511 6.002722 -1.960587 0.00 0.00 -0.01 0.3489
H -2.957593 4.272740 -0.261315 0.01 -0.02 0.02 0.4432
C 2.794141 5.607557 -0.710432 0.00 0.01 -0.01 -0.8300
C 1.487798 4.878689 -0.466829 0.06 0.02 0.05 -0.1533
N 1.756599 3.455420 -0.339300 -0.07 0.03 -0.01 0.0766
C 2.666061 2.787868 -1.118052 0.00 0.00 0.01 -0.1713
N 2.535254 1.518495 -1.256010 -0.05 0.01 0.02 0.4320
C 3.562730 0.726227 -1.896151 0.00 0.01 -0.01 0.1757
C 4.868252 1.478835 -2.125507 0.00 -0.01 -0.01 -0.8667
C 4.543691 2.875581 -2.619795 0.00 0.00 0.01 -0.5588
N 3.722641 3.548752 -1.633222 0.00 0.00 0.02 0.1097
C 3.495602 4.960434 -1.889367 0.02 0.01 0.01 -0.6437
H 3.435603 5.541337 0.172051 0.00 0.00 0.00 0.3177
H 2.603830 6.661699 -0.922819 0.00 0.00 0.00 0.4393
H 0.791268 5.082137 -1.289708 0.02 0.00 0.01 -0.0864
H 1.008628 5.208423 0.455287 0.00 0.01 0.00 0.3318
H 0.920030 2.894918 -0.167058 -0.05 -0.01 0.00 0.0011
H 3.177892 0.355434 -2.855565 0.00 0.01 -0.02 -0.5087
H 3.741740 -0.156335 -1.274234 -0.01 -0.01 0.00 0.1158
H 5.498938 0.951619 -2.846497 0.00 0.00 0.00 0.3959
H 5.422659 1.558853 -1.186993 -0.01 0.00 0.00 0.3262
H 4.030637 2.821830 -3.594019 0.00 0.00 -0.01 0.1859
H 5.451335 3.470527 -2.758932 0.00 0.00 -0.01 0.3798
H 2.893591 5.105733 -2.801723 0.00 0.00 0.00 0.2703
H 4.471961 5.422023 -2.066781 0.00 0.00 -0.01 0.3922
C 0.462958 -0.471298 -6.952906 0.01 0.08 -0.02 -1.1990
Si 0.060889 0.545114 -5.408930 0.06 -0.17 -0.16 0.3644
C 1.548182 1.649407 -5.086463 -0.03 0.00 0.06 -0.3637
C -1.428670 1.601678 -5.844418 0.08 0.08 -0.02 -0.6050
Sb -0.396349 -0.912018 -3.358261 0.11 0.19 0.30 -0.6326
Si -2.849402 -1.339044 -3.895539 -0.10 -0.08 -0.05 0.4756
C -3.559583 -2.765701 -2.897410 0.00 0.05 -0.03 -1.0517
C -3.748401 0.208718 -3.356886 0.00 0.00 0.00 -0.7799
C -3.181475 -1.753138 -5.711389 0.02 -0.02 0.02 -0.9776
Si 0.898922 -3.032999 -3.936695 -0.12 -0.07 -0.14 0.5439
C 0.552422 -3.846892 -5.607616 0.01 0.00 0.01 -1.0784
C 0.575177 -4.321750 -2.615061 0.08 0.01 -0.03 -0.7528
C 2.719800 -2.581992 -3.859721 0.03 0.01 -0.03 -0.9679
H 0.521465 0.187713 -7.826236 0.00 0.01 0.01 0.4238
H -0.301051 -1.226084 -7.147594 -0.01 0.00 0.01 0.2782
H 1.425648 -0.977248 -6.854686 0.00 -0.03 0.02 0.2611
H 1.714127 2.323498 -5.932699 -0.02 0.01 -0.01 0.4987
H 2.454071 1.054552 -4.945026 -0.02 -0.02 0.00 0.2902
H 1.403462 2.249574 -4.185561 0.05 -0.02 -0.04 -0.4026
H -1.112977 2.356159 -6.573122 -0.02 0.00 0.00 0.4243
H -1.823699 2.126997 -4.976193 0.02 0.06 0.03 -0.1218
H -2.227834 1.012157 -6.296851 0.02 0.03 0.04 0.2760
H -3.664646 -2.459932 -1.855186 0.02 0.00 0.02 0.1289
H -2.963543 -3.678473 -2.935991 0.03 0.01 -0.02 0.3180
H -4.559201 -2.992908 -3.282369 0.00 0.00 0.01 0.3387
H -3.551798 0.377059 -2.292695 -0.01 0.01 0.00 0.0296
H -4.827520 0.080501 -3.489003 0.00 0.01 0.01 0.4325
H -3.440059 1.104379 -3.897334 0.00 -0.04 0.01 0.2524
H -2.627302 -2.651479 -5.995946 -0.01 0.00 -0.01 0.1982
H -2.896682 -0.952477 -6.395031 0.02 -0.04 0.03 0.2393
H -4.247790 -1.955639 -5.854372 0.00 0.01 0.01 0.3910
H -0.517641 -4.000233 -5.763007 0.00 0.00 0.02 0.2432
H 1.041388 -4.826130 -5.642095 0.00 0.00 0.01 0.3959
H 0.930079 -3.252640 -6.440177 -0.02 0.02 0.01 0.2815
H -0.475942 -4.604952 -2.549773 0.00 0.01 0.00 0.2295
H 0.886905 -3.947872 -1.637868 -0.04 0.02 0.02 -0.0091
H 1.161295 -5.220001 -2.836694 0.00 0.00 0.00 0.3832
H 2.982005 -1.824895 -4.603281 0.00 0.01 0.01 0.2192
H 3.339358 -3.465642 -4.042103 -0.01 0.00 0.00 0.4543
H 2.971767 -2.190008 -2.871784 -0.01 0.01 -0.01 0.1522
N -0.934668 4.307485 2.281002 -0.01 0.06 -0.06 -0.8779
C -1.380936 3.437765 1.656799 -0.03 -0.13 0.13 0.7499
```
Positions in Å, forces in eV/Å.

total charge: -2
Kohn-Sham gap: 5.21 eV
highest occupied orbital energy: -1.69 eV
LUMO energy: 0.130 Eh
max |F|: 0.016 Eh/bohr

(3)
Entry from the Open Molecules 2025 dataset: a structure of composition C19H19BrN6O2PPt (the ωB97M-V functional and the def2-TZVPD basis).

```
49
Properties=species:S:1:pos:R:3:forces:R:3:nbo_charge:R:1
Pt 0.001299 -0.499880 -1.477671 0.02 0.05 -0.16 0.9406
C -1.031965 0.723182 4.497442 -0.02 0.01 0.01 -0.4057
N -1.275349 1.056915 3.101654 0.03 -0.02 0.12 -0.3201
C -2.126014 2.021554 2.652116 0.00 -0.05 0.06 -0.0639
C -2.045595 1.999809 1.284641 0.03 -0.08 -0.01 -0.0750
N -1.161337 1.044489 0.893536 0.03 0.02 -0.14 -0.4481
C -0.706347 0.486830 1.997614 0.02 -0.12 -0.14 0.0132
P 0.545515 -0.825293 2.113634 0.14 0.12 -0.09 0.7588
C -0.075869 -2.134191 1.004195 -0.10 -0.02 0.06 0.0871
N -0.290696 -2.091269 -0.310799 0.07 0.24 0.03 -0.4353
C -0.788620 -3.296110 -0.714184 0.09 0.01 -0.08 -0.0427
C -0.855741 -4.101115 0.381656 -0.05 -0.03 -0.06 -0.0521
N -0.405773 -3.369538 1.444497 -0.05 0.09 0.02 -0.3004
C -0.324635 -3.853813 2.818848 0.00 0.00 0.01 -0.4071
C 1.803027 -0.184697 0.954339 -0.19 -0.05 -0.10 0.0984
N 1.642540 0.010750 -0.352482 -0.19 -0.11 0.02 -0.4789
C 2.839177 0.437757 -0.855869 0.05 0.07 -0.04 -0.0691
C 3.737958 0.508072 0.163916 -0.02 -0.02 0.01 -0.0500
N 3.078686 0.105513 1.291193 -0.03 0.06 0.06 -0.3053
C 3.662086 0.019908 2.625382 0.01 0.01 0.04 -0.4072
H -1.646651 1.368714 5.117868 0.00 0.00 0.00 0.2334
H 0.013251 0.882954 4.755480 0.00 -0.01 0.00 0.2150
H -1.301344 -0.311967 4.698542 0.00 0.00 0.00 0.2142
H -2.704339 2.624729 3.330659 0.00 0.00 0.00 0.2326
H -2.578638 2.610040 0.575027 0.02 0.00 0.00 0.2271
H -1.052687 -3.469296 -1.742641 -0.03 -0.03 0.03 0.2726
H -1.183919 -5.119622 0.489955 0.00 0.00 0.00 0.2432
H -0.663312 -4.885264 2.833937 0.00 0.00 0.00 0.2358
H -0.965074 -3.262756 3.469536 -0.01 0.00 0.00 0.2216
H 0.701561 -3.810635 3.175939 0.00 0.01 0.00 0.2262
H 2.979046 0.651719 -1.901371 0.00 -0.01 0.00 0.2401
H 4.774298 0.795136 0.180763 0.00 0.01 0.00 0.2429
H 4.705681 0.312739 2.561184 0.00 0.00 -0.01 0.2346
H 3.602147 -0.999377 2.999962 -0.01 0.00 -0.01 0.2264
H 3.148248 0.692527 3.308600 0.00 0.00 0.00 0.2230
Br 0.218435 5.160390 -4.804363 -0.01 -0.03 0.01 0.1016
C -0.393588 3.411473 -4.453716 0.01 0.02 -0.02 -0.0736
C 0.219089 2.668379 -3.458448 0.08 -0.05 0.02 -0.2552
C -0.236647 1.380680 -3.219166 -0.24 0.05 0.17 -0.0614
C -1.297303 0.823625 -3.916940 -0.01 0.03 -0.04 -0.1985
C -1.885171 1.599669 -4.910679 0.02 -0.01 0.01 -0.1270
C -1.444195 2.882199 -5.186124 0.00 0.01 0.00 -0.2208
C -1.887077 -0.543619 -3.670878 -0.04 -0.02 -0.11 0.7688
O -2.730096 -0.988658 -4.408807 0.04 0.03 0.06 -0.5747
O -1.447017 -1.203305 -2.623609 0.07 -0.04 0.31 -0.7344
H 1.041674 3.081371 -2.891761 -0.01 0.02 0.00 0.2334
H 0.416031 0.955171 -2.402434 0.26 -0.16 -0.04 0.1131
H -2.708094 1.163119 -5.460508 0.00 0.00 0.00 0.2597
H -1.916655 3.470986 -5.959664 0.01 0.00 0.00 0.2429
```
Positions in Å, forces in eV/Å.

total charge: +1
Kohn-Sham gap: 8.67 eV
highest occupied orbital energy: -11.46 eV
LUMO energy: -0.103 Eh
max |F|: 0.006 Eh/bohr

Among the records above, which one has the highest LUMO energy? C36H54BrCsN9O2SSbSi3